A 2-piece molecular cluster, C7H12O3 overall, computed with the ωB97M-V functional and the def2-TZVPD basis.

HOMO level: -9.293 eV
ΔE to the lowest compared entry with this formula, charge and spin: 419.9 kJ/mol
LUMO: 0.18 eV
Energy: -499.48657 a.u.
Kohn-Sham gap: 9.48 eV

```
22
Properties=species:S:1:pos:R:3:forces:R:3
C -0.199 -2.508 -1.305 0.002 0.061 0.069
H 1.594 -3.685 -1.128 -0.031 0.229 -0.056
C 1.313 -2.679 -1.469 0.389 0.232 -0.092
H -2.110 -0.634 -0.648 -0.146 -0.196 -0.318
O 2.321 0.645 -0.132 2.201 -1.194 -0.904
C 2.139 -1.680 -0.640 1.269 -1.181 -0.595
O -0.482 1.822 -0.203 3.900 -0.917 2.035
H 0.612 1.647 0.122 -4.427 1.063 -1.922
H -0.539 2.617 -0.740 0.594 0.101 0.110
H 1.607 -2.616 -2.528 -0.192 -0.032 0.202
H -0.619 0.645 -2.982 0.593 -0.444 0.410
H 1.873 -1.828 0.418 0.051 0.568 -0.293
H -0.932 -1.832 -3.266 0.000 -0.093 0.275
C 2.033 -0.221 -0.979 -4.506 2.001 4.629
C -0.553 -0.011 -2.108 2.697 -1.655 -2.106
O 1.039 0.200 -1.736 -2.237 0.669 -2.430
C -0.811 -1.482 -2.238 -0.834 0.309 -1.337
H -2.737 -0.314 -2.346 0.399 0.441 0.155
H -0.439 -2.263 -0.260 0.140 0.033 -0.172
H 3.203 -1.939 -0.695 -0.101 -0.164 0.024
C -1.885 -0.563 -1.713 0.209 -0.111 2.345
H -0.687 -3.475 -1.496 0.033 0.279 -0.028
```
Forces are in eV/Å.

natural (NBO) atomic charge list, values in e, 4 entries:
1 C -0.40
2 H 0.22
3 C -0.39
4 H 0.24